{
  "formula": "C3H8NO",
  "method": "the ωB97M-V functional and the def2-TZVPD basis",
  "s2": 0.76,
  "multiplicity": 2,
  "total_charge": 2,
  "e_tot_ev": -6755.726,
  "homo_energy_ev": [-21.64, -23.20],
  "relative_energy_ev": 1.1012,
  "gap_ev": [11.5, 9.7],
  "species": ["C", "N", "H", "H", "H", "H", "C", "C", "O", "H", "H", "H", "H"],
  "xyz": [[0.43100, 1.90809, -1.45984], [0.52583, 0.61801, -1.35029], [-0.46789, 2.38502, -1.87633], [1.20962, 2.53394, -1.00456], [0.87382, 0.34619, -0.41576], [-0.23617, -0.01916, -1.58725], [0.64396, -1.22924, 1.42651], [-0.63873, -0.89022, 1.04646], [-1.23637, -1.41751, -0.01010], [0.96776, -0.61580, 2.27291], [1.28587, -2.03922, 1.13524], [-1.15873, -0.11658, 1.61728], [-2.19999, -1.46353, 0.20575]],
  "forces_ev_per_a": [[-0.40, -0.06, 0.06], [-1.20, 0.79, 2.11], [0.69, -0.22, -0.75], [-0.29, -0.24, -0.05], [1.48, -0.12, -1.28], [0.03, 0.43, -0.88], [0.79, 0.61, 1.52], [-1.26, -0.27, -1.42], [0.23, -0.11, 2.19], [0.32, -0.28, -0.16], [-0.04, -0.40, -0.61], [-0.31, -0.39, 0.11], [-0.05, 0.28, -0.85]],
  "mulliken_charge": [-0.0412, -0.1473, 0.3062, 0.3172, 0.2151, 0.3656, -0.4127, 0.1486, -0.3095, 0.3571, 0.3500, 0.4122, 0.4388]
}